ORCA calculation (the ωB97M-V functional and the def2-TZVPD basis) on a cluster of 2 separate species, C2H9IN5O4P2S in total in a non-equilibrium geometry.

Summary:
Orbital gap (eV): 7.252
DFT total energy (Eh): -2034.76185
HOMO level (eV): -11.3
Charge: +1

Each atom is followed by the atoms it is bonded to, with distances in Å.
CARTESIAN COORDINATES (ANGSTROEM)
1 N 2.61290 -0.06112 0.32831  N2 1.398, H15 1.026, H16 1.022
2 N 1.36796 0.54086 0.12250  N1 1.398, C3 1.318, N11 1.371
3 C 1.17904 1.84336 0.18420  N2 1.318, N4 1.362, H17 1.090
4 N -0.12868 2.13858 -0.05853  C3 1.362, C5 1.334
5 C -0.69033 0.94311 -0.24251  N4 1.334, N6 1.352, N11 1.371
6 N -2.01785 0.83381 -0.47530  C5 1.352, P7 1.694, H18 1.021
7 P -3.14084 -0.41416 -0.69969  N6 1.694, O8 1.621, O9 1.642, S10 1.941
8 O -2.75906 -1.49924 -1.84183  P7 1.621, H19 0.973
9 O -3.43858 -1.06555 0.77840  P7 1.642, H20 0.972
10 S -4.83026 0.36978 -1.24473  P7 1.941
11 N 0.19331 -0.10237 -0.17068  N2 1.371, C5 1.371, P12 1.770
12 P 0.41799 -1.85210 -0.31111  N11 1.770, O13 1.660, I14 2.479
13 O -0.95884 -2.59294 0.24589  P12 1.660, H21 0.975
14 I 0.51398 -2.19198 -2.76462  P12 2.479
15 H 3.22133 0.70533 0.63535  N1 1.026
16 H 2.59326 -0.70916 1.11772  N1 1.022
17 H 1.93175 2.60918 0.37126  C3 1.090
18 H -2.46137 1.75373 -0.49053  N6 1.021
19 H -3.36351 -2.25492 -1.74380  O8 0.973
20 H -3.48979 -2.03329 0.70721  O9 0.972
21 H -0.85560 -3.53758 0.02557  O13 0.975
22 O 4.42267 1.95234 1.69771  H23 0.965, H24 0.964
23 H 5.18530 2.32145 1.23615  O22 0.965
24 H 4.49521 2.30286 2.59305  O22 0.964